[1]
Here is an isolated ion of composition C7H8N3O2 and charge +1 at a distorted geometry from the OMol25 dataset. Energies are from wB97M-V/def2-TZVPD.

```
! RIJCOSX wB97M-V def2-TZVPD def2/J DEFGRID3
* xyz 1 1
C -0.8875 -0.0366 1.7615
C -1.3780 0.7007 0.6787
C -0.7424 0.9784 -0.4730
C 0.9160 -1.1552 0.7203
C 2.7895 -2.4899 0.1855
C -2.7797 1.3301 1.0382
C -0.0885 1.5445 -1.4151
N 2.6948 -2.3025 -1.0752
N 1.9122 -1.8412 1.1129
N -3.6230 1.3715 -0.0221
O -2.9994 1.5385 2.1865
O 0.1292 -0.8224 1.9053
H -1.5435 0.1651 2.7123
H 3.5059 -3.2864 0.5964
H 0.2932 1.1110 -2.3427
H 0.2114 2.5944 -1.2467
H 3.4391 -2.7899 -1.6389
H 2.2188 -2.0168 2.0671
H -3.2956 1.1297 -0.8723
H -4.5250 1.9308 -0.1920
*
```

E (Ha): -585.85817
Molar mass (g mol⁻¹): 166.2
HOMO energy (eV): -13.57
Orbital gap (eV): 8.0
ΔE to the lowest compared entry with this formula, charge and spin (kJ/mol): 227.5

=====

[2]
Here is a 2-piece molecular cluster, C7H8N4 overall at a distorted geometry from the OMol25 dataset. Energies are from wB97M-V/def2-TZVPD.

```
! RIJCOSX wB97M-V def2-TZVPD def2/J DEFGRID3
* xyz 0 1
H -1.8498 -3.3529 -0.5342
N -0.9362 -2.7573 -0.4245
N -1.0452 -1.5613 -0.7834
C 0.0507 -0.8061 -0.5389
C 0.8192 -1.0221 0.6377
C 1.8281 -0.1929 1.0930
C 1.9566 1.0412 0.4768
C 1.1644 1.2939 -0.6681
C 0.2761 0.3972 -1.2532
H 0.6782 -1.9045 1.3166
H 2.3466 -0.3666 1.9170
H 2.6160 1.7123 1.0106
H 1.2604 2.3794 -1.1067
H -0.2230 0.5551 -2.2148
N -2.2165 1.8104 0.0337
C -2.4255 0.6951 0.4805
N -2.8048 -0.3142 0.9923
H -1.8387 2.0458 -0.8259
H -3.6961 -0.7421 0.8359
*
```

E (Ha): -490.44636
Molar mass (g mol⁻¹): 148.2
HOMO energy (eV): -8.86
Orbital gap (eV): 8.8
ΔE to the lowest compared entry with this formula, charge and spin (kJ/mol): 333.0

=====

[3]
Here is a 2-piece molecular cluster, C7H8N4O overall at a distorted geometry from the OMol25 dataset. Energies are from wB97M-V/def2-TZVPD.

```
! RIJCOSX wB97M-V def2-TZVPD def2/J DEFGRID3
* xyz 0 1
C 3.1427 1.5311 -0.7705
C -1.9819 1.2938 2.1028
C -1.7063 1.7675 0.0251
C 0.7998 -1.0246 0.3935
C 0.2544 -1.0560 -0.9679
C 1.7473 -0.4909 -0.7194
C 1.9006 0.9429 -0.7321
N 4.1117 2.1303 -0.7615
N -3.1598 1.7020 1.7885
N -3.0930 2.0117 0.4972
N -1.0451 1.3319 1.1185
O -1.2666 1.8993 -1.0856
H -1.7744 0.8187 3.0850
H 0.3843 -0.3908 1.1542
H 1.2955 -2.1226 0.7492
H 0.3450 -2.0783 -1.4730
H -0.5197 -0.3743 -1.1388
H 2.4761 -1.2505 -0.6666
H 1.1138 1.7229 -0.6007
H -3.9134 2.3993 -0.0166
*
```

E (Ha): -565.61374
Molar mass (g mol⁻¹): 164.2
HOMO energy (spin up / spin down) (eV): -10.39 / -7.50
Orbital gap (spin up / spin down) (eV): 10.1 / 4.3
ΔE to the lowest compared entry with this formula, charge and spin (kJ/mol): 553.9

=====

[4]
Here is one molecule with the formula C7H8N4O2S at a distorted geometry from the OMol25 dataset. Energies are from wB97M-V/def2-TZVPD.

```
! RIJCOSX wB97M-V def2-TZVPD def2/J DEFGRID3
* xyz 0 1
C -2.8845 0.3062 -0.4986
C -1.9734 2.2818 0.0940
C -1.6402 -0.2905 -0.3346
C -0.5828 0.5275 0.0480
C 1.0611 -1.3263 0.1261
C -1.2988 -1.7234 -0.6318
C 3.1469 0.7125 1.0571
N -3.0005 1.5544 -0.2138
N -0.7501 1.8176 0.3797
N 0.0710 -2.1304 -0.4140
N 0.7278 -0.0310 0.2671
O 2.1558 -1.7451 0.4251
O 2.2446 1.2687 -1.3554
S 1.7736 1.3392 0.0089
H -3.8225 -0.1829 -0.5161
H -2.0550 3.2488 0.4351
H -1.9380 -2.4147 -0.1461
H -1.6509 -2.0821 -1.6620
H 2.8201 0.1077 1.7832
H 3.6399 1.6428 1.5366
H 3.7262 0.2196 0.3605
H 0.2299 -3.1003 -0.7489
*
```

E (Ha): -1039.18169
Molar mass (g mol⁻¹): 212.2
HOMO energy (eV): -9.14
Orbital gap (eV): 9.3
ΔE to the lowest compared entry with this formula, charge and spin (kJ/mol): 10.1

=====

[5]
Here is an isolated ion of composition C7H8NO5S and charge -1 at a distorted geometry from the OMol25 dataset. Energies are from wB97M-V/def2-TZVPD.

```
! RIJCOSX wB97M-V def2-TZVPD def2/J DEFGRID3
* xyz -1 1
C 2.4924 -0.3404 -1.2501
C 1.4210 -0.0696 -0.2420
C 1.5533 -0.3464 1.0574
C 0.4961 -0.0859 2.0050
C -0.6958 0.3610 1.5961
C -0.9777 0.5315 0.1780
N -2.0032 1.4443 -0.1362
O -2.8733 1.6732 0.6948
O -1.9925 1.9658 -1.2469
S -1.8432 -1.1743 -0.2603
O -2.9466 -1.2801 0.6607
O -2.1938 -1.0091 -1.6532
O -0.7621 -2.1087 -0.0284
C 0.1787 0.5656 -0.7923
H 2.1471 -1.1085 -1.9416
H 3.4063 -0.6859 -0.7721
H 2.7098 0.5572 -1.8307
H 2.4644 -0.7935 1.4317
H 0.6897 -0.2720 3.0512
H -1.5211 0.5369 2.2682
H 0.3903 1.6039 -1.0927
H -0.1397 0.0351 -1.6964
*
```

E (Ha): -1100.65360
Molar mass (g mol⁻¹): 218.2
HOMO energy (eV): -4.74
Orbital gap (eV): 8.1
ΔE to the lowest compared entry with this formula, charge and spin (kJ/mol): 268.9

=====

[6]
Here is one molecule with the formula C7H8O at a distorted geometry from the OMol25 dataset. Energies are from wB97M-V/def2-TZVPD.

```
! RIJCOSX wB97M-V def2-TZVPD def2/J DEFGRID3
* xyz 0 1
C -2.0032 -1.4360 -0.2594
C -1.1122 -0.3738 -0.5002
C 0.2025 -0.3578 -0.1982
C 1.1552 -0.9943 0.6351
C 2.4374 -0.9225 -0.0821
O 3.5502 -1.3306 -0.2051
C 1.6246 0.2477 -0.3879
C 1.9524 1.7061 -0.2698
H -3.0363 -1.0840 -0.0541
H -1.5366 -2.0830 0.4988
H -2.1897 -2.0082 -1.2349
H -1.3021 0.4249 -1.1887
H 1.0453 -0.8220 1.7280
H 2.9590 2.0097 -0.0151
H 1.3112 2.1170 0.5606
H 1.8872 2.2556 -1.2614
*
```

E (Ha): -346.62122
Molar mass (g mol⁻¹): 108.1
HOMO energy (eV): -8.47
Orbital gap (eV): 9.3
ΔE to the lowest compared entry with this formula, charge and spin (kJ/mol): 405.1

=====

[7]
Here is one molecule with the formula C7H8O at a distorted geometry from the OMol25 dataset. Energies are from wB97M-V/def2-TZVPD.

```
! RIJCOSX wB97M-V def2-TZVPD def2/J DEFGRID3
* xyz 0 1
C 2.1788 -0.0367 1.1563
C 0.7693 -0.1558 0.5821
C 0.5202 -1.1011 -0.4061
C -0.7315 -1.1580 -1.0269
C -1.5912 -0.1070 -0.8306
O -2.8741 -0.1899 -1.3482
C -1.2713 0.9968 -0.0296
C -0.0953 0.9384 0.6908
H 2.1117 0.3900 2.1518
H 2.7438 0.6561 0.5319
H 2.6499 -1.0079 1.2162
H 1.3848 -1.6568 -0.7175
H -0.9456 -1.9425 -1.7327
H -3.2174 0.6937 -1.5265
H -1.8515 1.9085 -0.0216
H 0.2192 1.7721 1.3106
*
```

E (Ha): -346.76071
Molar mass (g mol⁻¹): 108.1
HOMO energy (eV): -8.45
Orbital gap (eV): 9.4
ΔE to the lowest compared entry with this formula, charge and spin (kJ/mol): 38.8

=====

[8]
Here is C7H8O as an isolated structure at a distorted geometry from the OMol25 dataset. Energies are from wB97M-V/def2-TZVPD.

```
! RIJCOSX wB97M-V def2-TZVPD def2/J DEFGRID3
* xyz 0 1
C -1.4919 -0.9426 0.0237
C -0.9870 1.2174 -0.1322
C 0.0829 0.7464 0.4936
C 1.4597 1.1641 0.1459
C 2.1208 0.0365 -0.2124
C 1.2273 -1.2039 -0.3208
C -0.0462 -0.7852 0.4755
H -1.6574 -2.0592 -0.8399
H -2.2167 -1.3405 1.0589
H -1.0825 2.2059 -0.5687
H 1.8090 2.1547 0.0470
H 3.1683 -0.3920 -0.1875
H 0.9579 -1.1900 -1.3959
H 1.6305 -2.0810 0.0227
H 0.0046 -1.4183 1.5200
O -2.1009 0.3405 -0.3121
*
```

E (Ha): -346.59316
Molar mass (g mol⁻¹): 108.1
HOMO energy (eV): -8.05
Orbital gap (eV): 9.0
ΔE to the lowest compared entry with this formula, charge and spin (kJ/mol): 478.8

=====

- Look up the ΔE to the lowest compared entry with this formula, charge and spin of the first one.
  227.5 kJ/mol